C22H46AsOPPtS4Si2 as an isolated structure, computed with wB97M-V/def2-TZVPD.

Structure (XYZ):
```
78
Properties=species:S:1:pos:R:3:mulliken_spin:R:1
Pt 0.231 0.075 0.064 0.6478
C 1.255 -3.204 -0.951 0.0348
Si 1.823 -1.668 0.024 0.0921
C 3.524 -1.368 -0.797 0.0047
C 2.052 -2.199 1.843 -0.0048
C 3.081 -3.050 2.250 -0.0041
C 3.200 -3.448 3.574 -0.0004
C 2.281 -3.006 4.515 0.0002
C 1.253 -2.161 4.121 -0.0049
C 1.134 -1.742 2.795 0.0134
Si -0.284 -0.581 2.272 0.0132
C -0.445 0.946 3.411 0.0309
C -1.885 -1.543 2.611 0.0285
H 1.970 -4.024 -0.848 0.0037
H 1.163 -2.951 -2.009 -0.0030
H 0.283 -3.531 -0.592 -0.0205
H 4.119 -2.280 -0.705 0.0031
H 4.104 -0.548 -0.374 -0.0004
H 3.388 -1.171 -1.863 -0.0012
H 3.805 -3.407 1.524 -0.0002
H 4.010 -4.103 3.876 -0.0001
H 2.366 -3.318 5.549 0.0003
H 0.538 -1.813 4.861 0.0002
H -0.040 0.737 4.404 0.0013
H -1.502 1.196 3.517 -0.0015
H 0.074 1.819 3.010 -0.0007
H -1.975 -1.753 3.680 0.0019
H -1.878 -2.484 2.067 -0.0027
H -2.754 -0.965 2.292 -0.0020
S -1.734 1.600 0.257 0.5275
S -2.547 2.042 -1.450 0.8703
S -1.509 0.274 -3.245 0.9224
S 0.235 -0.097 -2.507 0.5171
C -2.396 -3.607 -2.689 0.0091
As -2.609 -3.049 -0.845 0.0263
C -4.496 -2.669 -0.606 0.0023
C -2.327 -4.662 0.218 -0.0021
O -1.688 -1.757 -0.470 -0.1073
H -3.095 -4.408 -2.925 0.0014
H -1.373 -3.944 -2.847 -0.0008
H -2.585 -2.745 -3.326 -0.0025
H -5.099 -3.543 -0.845 0.0013
H -4.769 -1.839 -1.256 0.0016
H -4.660 -2.376 0.430 0.0001
H -2.973 -5.447 -0.175 0.0006
H -2.590 -4.467 1.256 0.0000
H -1.290 -4.987 0.171 -0.0001
C 2.846 4.800 0.708 0.0175
C 1.838 3.774 1.226 0.0864
C 0.409 4.293 1.050 0.0190
P 2.020 2.026 0.571 0.1293
C 2.600 2.122 -1.203 0.0738
C 4.030 2.537 -1.547 0.0072
C 1.586 2.964 -1.989 0.0230
C 3.404 1.344 1.624 0.0136
C 2.897 1.106 3.050 0.0322
C 4.728 2.106 1.682 0.0123
H 2.754 5.713 1.302 0.0004
H 2.639 5.061 -0.330 -0.0003
H 3.874 4.453 0.782 -0.0014
H 2.006 3.633 2.299 0.0067
H 0.209 4.554 0.010 0.0050
H 0.260 5.192 1.654 0.0008
H -0.328 3.553 1.357 0.0069
H 2.481 1.084 -1.524 0.0065
H 4.299 3.506 -1.128 -0.0004
H 4.108 2.612 -2.635 0.0013
H 4.754 1.790 -1.221 0.0002
H 1.753 4.032 -1.841 0.0041
H 0.559 2.732 -1.699 -0.0192
H 1.682 2.756 -3.056 0.0096
H 3.572 0.355 1.193 -0.0064
H 2.691 2.041 3.574 -0.0004
H 3.659 0.569 3.619 0.0009
H 1.998 0.494 3.050 -0.0236
H 4.622 3.031 2.250 0.0013
H 5.131 2.347 0.701 -0.0024
H 5.460 1.487 2.206 -0.0002
```

## Properties
- E_tot: -5809.327896 a.u.
- ⟨S²⟩: 6.02
- Kohn-Sham gap (alpha / beta): 7.13 / 5.69 eV
- HOMO (alpha / beta): -0.2435 / -0.2651 Eh
- Spin multiplicity: 5